1.
86
Properties=species:S:1:pos:R:3:forces:R:3:mulliken_charge:R:1 method="wB97M-V/def2-TZVPD" lumo_ev=-2.29 energy_ha=-2530.3257 e_homo_ev=-11.3 total_charge=+1 gap_ev=9.021
Sc 0.084967 -0.021787 1.407538 1.06 0.68 0.65 -0.9842
Si 3.608492 0.784608 2.064735 0.24 0.11 -0.02 0.1529
Si 0.532773 1.410047 -3.424460 0.27 0.43 -0.48 0.5294
O -2.196635 -0.562420 -3.332680 -0.46 -0.22 -0.62 -0.1102
O -0.442428 -1.377979 -0.125541 0.03 -1.39 -0.19 1.0359
N -0.352471 -1.009498 3.399867 -0.16 -0.55 0.44 0.5957
C 3.262870 1.822331 3.596394 -0.22 0.01 -0.01 -0.8794
C -3.303372 -2.376194 -4.606700 -0.06 -0.16 -0.15 -1.3317
C -0.324616 1.738725 2.729412 -0.12 -1.08 -0.90 0.2246
C -2.079235 -1.499824 -4.419107 0.03 0.33 0.18 -0.3403
C -0.024284 1.347100 4.037720 0.17 0.70 1.02 1.1601
C -0.667310 3.058907 2.489617 -0.02 0.85 0.74 -0.1628
C -0.353252 3.590896 4.851486 0.09 -0.12 0.08 -0.7384
C -1.814174 -0.958361 3.710237 0.01 -0.20 -0.10 -1.1851
C 0.340666 -0.079797 4.346226 0.11 -0.36 0.13 -1.1569
C -0.171282 0.963776 -1.712117 -0.82 -0.55 -0.30 -0.0927
C 1.346160 -0.059086 -4.273437 0.05 -0.09 0.26 -0.9950
C -4.483107 0.004818 -2.629295 -0.27 0.05 0.00 -1.3006
C -0.026321 2.257572 5.108204 -0.18 -0.23 -0.59 -0.6177
C -3.292457 0.362192 -3.490583 0.39 -0.08 -0.17 -0.4329
C 1.824853 2.747527 -3.165388 -0.01 -0.20 0.05 -0.9623
C -1.767103 -1.847962 0.284849 0.15 -0.42 -0.50 -0.3918
C -2.486667 -2.632419 -0.795317 -0.26 -0.17 0.01 -1.4200
C 2.221207 -0.371355 1.473112 0.05 -0.09 -0.05 0.0727
C 5.159049 -0.206571 2.471956 -0.01 -0.11 -0.11 -1.1505
C -0.670215 3.987257 3.550758 -0.08 0.08 -0.46 -0.5905
C 3.997713 1.951278 0.642433 -0.03 0.01 0.00 -1.1546
C 0.455354 -2.358173 -0.857886 -0.66 0.93 0.52 -0.1700
C -0.598887 2.173883 -4.728858 -0.16 -0.18 0.24 -1.1285
C 0.140674 -2.387280 3.682055 -0.05 0.06 -0.03 -1.0971
C 0.752092 -3.528332 0.041966 0.24 -0.19 0.01 -1.2252
H 6.031477 0.459282 2.549871 -0.23 -0.16 0.01 0.3207
H -0.017410 -2.618967 4.752759 0.05 0.00 -0.44 0.3943
H 0.216621 1.890408 6.111249 -0.12 0.34 -0.27 0.3997
H -1.659074 -2.468182 1.183632 -0.04 0.17 -0.05 0.1605
H 1.669520 0.276537 -5.270519 -0.04 -0.13 0.27 0.3673
H 2.367008 -1.354629 1.967215 -0.09 0.25 -0.08 0.2109
H 1.215766 -2.450125 3.457680 -0.40 0.03 0.11 0.2903
H -2.060628 -3.634412 -0.935673 0.01 0.29 0.02 0.3358
H -2.232227 0.008862 3.410177 0.13 -0.19 0.17 0.3909
H 2.396066 2.480572 3.473133 0.13 -0.06 0.02 0.1220
H -3.621189 -2.854963 -3.672015 0.09 0.12 -0.18 0.2382
H 2.469868 2.769643 -4.054084 -0.05 0.15 0.23 0.3082
H 1.420514 -4.234159 -0.466024 -0.19 0.12 0.03 0.4821
H 1.264499 -3.208863 0.959839 -0.16 0.01 -0.26 0.1238
H -4.141636 -1.803971 -5.021779 0.12 -0.17 0.15 0.3376
H 0.673630 -0.916583 -4.408056 0.19 0.20 0.05 0.2280
H -5.242295 0.783899 -2.747906 0.05 -0.04 0.11 0.4559
H -3.523675 -2.787063 -0.472709 0.15 0.08 -0.06 0.5070
H 1.327642 3.721495 -3.066104 0.21 -0.14 0.02 0.3107
H -0.405672 -3.123116 3.070112 0.20 0.27 0.23 0.3224
H -2.337497 -0.933183 0.521756 0.16 -0.19 0.00 0.5604
H -0.058716 -2.607036 -1.790918 0.03 -0.07 0.24 0.2580
H 1.338825 -1.758622 -1.109968 -0.27 -0.18 0.17 0.3411
H -0.893550 1.714274 -1.349456 0.25 -0.05 -0.13 0.4066
H -1.192660 -2.105366 -4.186074 -0.22 0.12 -0.04 0.2565
H 3.171871 2.654560 0.467660 0.16 -0.09 -0.01 0.2793
H 2.450955 -0.568785 0.401587 0.05 0.09 0.27 -0.0116
H -0.719227 -0.013377 -1.798975 0.73 1.20 0.16 -0.3341
H 4.174440 1.385906 -0.281711 -0.01 0.13 0.10 0.3008
H 3.093457 1.211745 4.492712 0.07 0.11 -0.12 0.2915
H -1.051120 3.097184 -4.347083 -0.02 -0.12 -0.19 0.3391
H 4.904087 2.534593 0.859828 -0.25 -0.10 -0.07 0.4496
H -1.387391 1.508393 -5.105081 0.20 0.22 0.08 0.2312
H -2.882381 1.347093 -3.222750 -0.25 -0.21 -0.09 0.3064
H -2.500994 -2.089552 -1.745593 0.05 -0.04 0.24 -0.0409
H -2.335563 -1.762323 3.171645 0.17 0.22 0.20 0.4401
H 0.060976 2.437158 -5.574055 -0.25 -0.05 0.29 0.3949
H -0.165896 -4.060503 0.308129 0.17 -0.02 -0.03 0.2437
H -4.945055 -0.937916 -2.941912 0.17 0.13 0.14 0.3009
H -3.610148 0.390993 -4.548257 0.25 0.12 0.30 0.4898
H -4.216461 -0.054877 -1.569545 -0.01 0.00 -0.11 0.1550
H -0.367658 4.312234 5.673752 0.00 -0.21 -0.36 0.3900
H -0.921632 5.032944 3.346127 0.06 -0.38 0.15 0.4092
H 0.680035 0.918914 -1.008561 -0.06 -0.07 -0.16 0.0205
H 5.057772 -0.740265 3.427622 0.03 0.09 -0.20 0.3237
H 1.426839 -0.268882 4.300365 -0.33 0.12 -0.30 0.2612
H -1.874700 -0.942114 -5.350331 0.03 -0.18 0.23 0.3947
H -0.940762 3.384497 1.479922 0.13 0.03 0.38 0.3969
H 4.137012 2.456394 3.796494 -0.11 -0.15 -0.06 0.4572
H -1.961980 -1.101754 4.793623 -0.03 0.04 -0.33 0.3767
H 2.238759 -0.384436 -3.721197 -0.14 -0.05 -0.17 0.3404
H -3.060043 -3.166252 -5.323714 -0.08 0.07 0.05 0.4432
H 5.370703 -0.946989 1.689589 0.03 0.10 0.15 0.3306
H 0.050611 -0.372250 5.374344 -0.02 0.21 -0.31 0.6050
H 2.445202 2.568066 -2.277990 -0.03 0.12 -0.20 0.1335


2.
12
Properties=species:S:1:pos:R:3:forces:R:3:mulliken_charge:R:1 method="wB97M-V/def2-TZVPD" smiles="[H]/N=C(/NC#N)SC" lumo_ev=0.40 energy_ha=-679.7149 e_homo_ev=-9.8 total_charge=0 gap_ev=10.242 e_above_lowest_kj_mol=184.6
S -0.511157 -1.258596 -0.649330 0.82 -0.77 -0.43 -0.1311
N 0.373418 1.250244 0.163369 0.66 -1.45 0.66 -0.7068
N -0.008665 -0.315519 1.795134 -1.16 -1.63 -2.91 -0.2285
N 0.811685 0.822185 3.820516 -0.53 -0.38 -1.61 -0.4451
C 0.070250 0.026869 0.385606 -0.07 1.85 2.30 0.6204
C -0.396172 -0.380859 -2.281628 0.51 -0.52 2.11 -0.7795
C 0.440672 0.381140 2.805402 1.17 1.32 2.65 0.3616
H -0.476312 0.570355 -1.758605 -0.50 0.70 -1.54 0.2419
H 0.563531 -0.501783 -2.804206 -0.49 -0.14 0.29 0.2735
H 0.807611 1.401390 -0.722235 -0.25 0.37 -0.93 0.2489
H -1.263495 -0.778478 -2.776973 -0.18 0.49 -0.61 0.3475
H -0.411365 -1.216946 2.022949 0.03 0.16 0.02 0.1971


3.
24
Properties=species:S:1:pos:R:3:forces:R:3:mulliken_charge:R:1 method="wB97M-V/def2-TZVPD" lumo_ev="3.76 / 3.64" energy_ha=-347.6565 e_homo_ev="1.3 / -5.6" total_charge=-1 spin_multiplicity=2 gap_ev="2.429 / 9.281" e_above_lowest_kj_mol=5.3
N 1.721780 -0.920937 1.819639 -0.16 0.29 -0.54 0.4854
N 1.315624 -2.237038 -0.050258 0.15 0.15 0.06 -0.5750
C -2.136373 -0.389362 -0.492796 0.04 0.29 0.50 -1.6571
C -1.610379 0.703568 -1.410593 0.09 -0.01 -0.15 1.3274
C 2.067968 0.461111 2.155299 0.05 -0.37 0.77 -2.3134
C -0.379717 1.386700 -0.819420 0.03 0.17 -0.13 -1.3007
C -2.673176 1.759375 -1.725872 0.23 -0.18 -0.09 -1.8685
C 2.044615 -1.389427 0.573795 -0.18 -0.28 0.39 -1.0053
H -2.983675 2.251117 -0.801943 -0.04 0.07 -0.01 0.4127
H -3.007462 -0.914251 -0.889830 0.03 -0.02 -0.15 0.4035
H -3.559471 1.342214 -2.210478 0.00 -0.08 0.02 0.4416
H 0.089540 2.025964 -1.573165 0.02 0.05 0.05 0.3891
H 0.790796 -1.202843 2.091482 0.00 0.03 0.03 0.2729
H 1.792481 -2.482442 -0.909419 0.02 -0.14 -0.18 0.3121
H -2.243947 2.510591 -2.392407 -0.11 0.11 0.03 0.3644
H -1.286712 0.237752 -2.349728 -0.14 -0.02 -0.03 0.3444
H -0.631558 2.025104 0.032427 -0.06 -0.09 0.05 0.7123
H 3.149220 0.586241 2.084039 -0.02 0.15 -0.14 0.4262
H -1.347524 -1.104492 -0.253598 -0.05 -0.10 -0.09 0.2731
H 0.379813 0.683890 -0.483154 -0.02 -0.09 -0.03 -0.5653
H -2.440226 0.073077 0.454746 -0.02 -0.09 -0.02 0.4498
H 3.004444 -1.023345 0.215915 -0.01 0.13 -0.09 0.5817
H 1.800742 0.618973 3.206361 0.10 0.11 -0.05 1.1476
H 1.552241 1.223832 1.567872 0.05 -0.08 -0.20 -0.0590


4.
7
Properties=species:S:1:pos:R:3:forces:R:3:mulliken_charge:R:1 method="wB97M-V/def2-TZVPD" lumo_ev=-23.46 energy_ha=-323.6786 e_homo_ev=-27.6 total_charge=+3 gap_ev=4.090 e_above_lowest_kj_mol=171.4
Tl -27.232294 20.050667 31.492317 -0.09 0.96 0.11 1.7322
O -29.176619 20.642538 29.404936 -0.49 -1.21 -0.30 -0.2865
O -25.703639 21.723313 33.154711 1.08 -0.54 0.03 -0.3150
H -30.107638 20.469330 29.739043 0.23 0.35 0.00 0.4732
H -25.056166 22.323875 32.676011 -0.46 0.02 -0.02 0.4732
H -29.293442 21.212280 28.579004 0.41 0.45 0.57 0.4601
H -25.842222 22.149609 34.058848 -0.69 -0.02 -0.39 0.4628